No. 1
16
Properties=species:S:1:pos:R:3 method="wB97M-V/def2-TZVPD" e_above_lowest_kj_mol=210.15 homo_ev=-14.1176 total_charge=+1
C -1.707 -1.210 -0.015
C -0.924 -0.197 0.233
C -1.118 1.210 0.607
C 1.000 -0.549 0.023
N 1.438 0.169 -1.204
O 1.691 0.054 1.050
H -1.357 -2.184 -0.303
H -2.777 -1.101 0.075
H -2.009 1.310 1.226
H -1.255 1.832 -0.280
H -0.264 1.585 1.173
H 1.139 -1.629 -0.071
H 1.214 1.167 -1.072
H 2.463 0.093 -1.301
H 0.968 -0.193 -2.042
H 1.499 -0.358 1.898


No. 2
9
Properties=species:S:1:pos:R:3 method="wB97M-V/def2-TZVPD" e_above_lowest_kj_mol=386.34 homo_ev="-10.1167 / -10.1183"
C -0.357 0.248 -0.567
C -0.065 -0.092 0.921
C -1.437 -0.058 0.321
N 0.055 0.408 -1.714
Cl -2.843 -0.842 0.685
Cl -1.829 2.371 0.870
H 0.326 -1.134 0.692
H 0.383 0.559 1.693
H -0.642 0.436 -2.436